C12H19N6O4SV as an isolated structure. Source: OMol25; level of theory: ωB97M-V with the def2-TZVPD basis set.

Structure (XYZ):
```
43
Properties=species:S:1:pos:R:3:forces:R:3
V -0.228 -0.182 -0.001 -0.01 0.08 0.05
C 0.622 -5.755 -2.289 -0.01 0.01 0.00
C 0.866 -4.412 -2.962 0.00 -0.01 0.01
N -0.166 -3.427 -2.648 0.03 -0.03 -0.01
C -0.179 -2.719 -1.518 0.00 -0.01 -0.01
S -1.563 -1.616 -1.292 0.04 0.01 0.03
N 0.773 -2.889 -0.631 -0.07 0.05 0.02
N 0.575 -2.015 0.409 0.01 0.04 -0.03
C 0.791 -2.380 1.617 -0.01 -0.04 0.04
C 1.362 -3.711 1.965 0.03 0.02 -0.02
C 0.263 -1.419 2.619 0.00 -0.01 0.04
C 0.511 -1.512 3.975 -0.01 0.00 -0.04
C -0.104 -0.612 4.837 0.00 0.01 0.03
C -0.950 0.352 4.323 0.00 0.00 -0.02
C -1.133 0.400 2.951 0.01 0.00 0.03
N -0.552 -0.460 2.121 0.08 -0.05 -0.18
H 1.417 -6.453 -2.550 0.00 0.00 0.00
H 0.609 -5.641 -1.206 0.00 0.00 0.00
H -0.327 -6.185 -2.607 0.00 0.00 0.00
H 1.823 -3.996 -2.653 0.00 0.00 0.00
H 0.883 -4.519 -4.046 0.00 0.00 0.00
H -0.959 -3.332 -3.258 -0.01 0.01 0.01
H 0.757 -4.492 1.502 -0.01 0.00 -0.01
H 2.365 -3.800 1.545 -0.01 -0.01 0.00
H 1.403 -3.883 3.036 -0.01 0.00 0.01
H 1.178 -2.269 4.358 0.00 0.00 0.01
H 0.081 -0.669 5.901 0.00 0.00 0.00
H -1.450 1.065 4.961 0.00 0.00 0.00
H -1.761 1.158 2.503 0.00 0.00 0.00
C 0.634 2.913 -4.095 0.00 0.00 0.00
O 1.049 1.737 -3.376 0.00 0.00 0.01
C 0.419 1.359 -2.294 -0.07 0.04 0.03
O 0.771 0.324 -1.724 -0.01 -0.05 0.04
N -0.630 2.096 -1.844 0.07 -0.02 0.02
N -1.192 1.704 -0.611 -0.09 -0.07 0.00
H 1.267 2.948 -4.974 0.00 0.00 0.00
H 0.807 3.807 -3.493 0.00 0.00 0.00
H -0.409 2.828 -4.396 0.00 0.00 0.00
H -0.744 3.058 -2.123 0.01 0.00 0.00
H -2.201 1.750 -0.680 -0.01 -0.01 -0.03
H -0.810 2.284 0.162 0.03 0.06 -0.07
O 1.117 1.099 0.775 -0.06 0.01 -0.02
O 0.658 2.256 1.177 0.06 -0.02 0.04
```
Positions in Å, forces in eV/Å.

Results
- charge = +1
- Kohn-Sham gap (alpha / beta) (eV) = 7.28 / 7.38
- energy above the lowest of the compared OMol25 structures with the same formula, charge and spin (kcal per mole) = 0.0
- spin multiplicity = 4
- HOMO level (alpha / beta) (eV) = -11.29 / -11.31